DFT (ωB97M-V with the def2-TZVPD basis set) results for C32H45AsBeN4Si2 as an isolated structure.

For the HOMO energy, the calculation gives -0.250 Ha. The energy above the lowest of the compared OMol25 structures with the same formula, charge and spin is 0.00 kJ/mol. The calculation puts the gap between HOMO and LUMO at 6.214 eV. The LUMO energy is -0.59 eV. As for the electronic energy: -116873.62262 eV.

Structure (ORCA input):
```
! RIJCOSX wB97M-V def2-TZVPD def2/J DEFGRID3
* xyz 0 1
Be -0.01 0.39 1.69
N -0.09 -0.71 3.28
C -0.52 -2.00 2.83
C -0.81 -3.10 3.60
C -1.19 -4.32 3.01
C -1.35 -4.46 1.66
C -1.12 -3.28 0.88
C -1.29 -3.29 -0.54
C -1.14 -2.09 -1.22
C -0.71 -0.92 -0.56
N -0.51 -0.91 0.75
C -0.74 -2.05 1.45
H -0.78 -0.25 3.86
H 0.84 -0.72 3.73
H -0.58 -3.03 4.67
H -1.33 -5.13 3.72
H -1.70 -5.39 1.28
H -1.52 -4.20 -1.05
H -1.35 -2.07 -2.28
H -0.48 0.02 -1.08
C 1.54 -0.22 -3.85
C 1.78 -1.41 -4.83
C 3.32 -1.72 -5.02
C 1.00 -1.06 -6.09
C 1.02 -2.53 -4.21
N 0.16 -3.09 -3.70
H 2.10 0.67 -4.19
H 1.78 -0.44 -2.83
H 0.47 -0.02 -3.81
H 3.65 -0.86 -5.54
H 3.43 -2.68 -5.61
H 3.84 -1.84 -4.04
H 1.35 -0.09 -6.49
H -0.11 -1.02 -5.93
H 1.12 -1.82 -6.92
C 3.68 4.39 1.37
C 4.25 3.20 0.98
C 3.59 2.00 1.02
C 2.23 2.00 1.46
C 1.62 3.18 1.89
C 2.32 4.40 1.76
N 1.51 0.77 1.43
C 2.36 -0.37 1.33
C 3.08 -0.92 2.41
C 4.03 -1.95 2.19
C 4.37 -2.32 0.87
C 3.69 -1.75 -0.21
C 2.68 -0.83 0.07
H 4.30 5.27 1.29
H 5.15 3.20 0.47
H 4.12 1.04 0.57
H 0.54 3.15 2.24
H 1.86 5.32 1.94
H 3.04 -0.43 3.33
H 4.54 -2.38 3.05
H 5.22 -3.01 0.76
H 3.92 -2.06 -1.21
H 2.20 -0.30 -0.75
C -5.33 1.64 1.29
Si -3.85 0.60 1.88
C -4.13 0.40 3.70
C -3.94 -1.17 1.18
As -1.75 1.81 1.83
Si -1.85 2.71 -0.37
C -2.84 1.59 -1.50
C -0.14 2.75 -1.19
C -2.54 4.45 -0.33
H -6.29 1.18 1.49
H -5.33 1.83 0.19
H -5.41 2.65 1.64
H -5.00 -0.18 4.02
H -4.29 1.42 4.10
H -3.25 -0.04 4.18
H -4.94 -1.63 1.14
H -3.31 -1.83 1.79
H -3.62 -1.16 0.19
H -2.52 1.78 -2.55
H -3.92 1.77 -1.33
H -2.73 0.53 -1.31
H -0.22 3.11 -2.22
H 0.49 1.86 -1.14
H 0.39 3.51 -0.64
H -3.46 4.45 0.28
H -2.68 4.84 -1.33
H -1.89 5.19 0.14
*
```

Here are the Mulliken charges for atoms 1 to 6, given in e:
1 Be -1.36
2 N -0.18
3 C -0.30
4 C -0.77
5 C -0.50
6 C -1.26